{"formula": "H20O10", "method": "ωB97M-V/def2-TZVPD", "charge": 0, "de_lowest_kcal_mol": 112.4, "elements": ["O", "H", "H", "O", "H", "H", "O", "H", "H", "O", "H", "H", "O", "H", "H", "O", "H", "H", "O", "H", "H", "O", "H", "H", "O", "H", "H", "O", "H", "H"], "xyz": [[0.429025, 0.241671, 0.086650], [-0.261258, 0.555980, -0.494036], [0.793522, 1.187706, 0.246955], [-1.931570, -3.112748, 1.463399], [-2.415168, -3.180708, 0.623961], [-1.104520, -2.681640, 1.032179], [4.224173, 2.901138, -1.203763], [5.062146, 3.370450, -1.117062], [4.318956, 2.124978, -0.670043], [1.773060, -3.738742, -1.539867], [1.890358, -3.907542, -2.510415], [2.356922, -2.997834, -1.370980], [-4.278914, 0.475070, -0.093975], [-4.063289, -0.497094, -0.000566], [-5.238692, 0.461502, 0.027525], [4.511420, -1.434958, -0.028544], [5.399518, -1.945074, 0.074914], [4.674648, -0.889426, 0.739662], [3.145026, 0.507185, 2.448198], [2.514425, 1.036469, 1.948432], [2.623296, 0.562579, 3.321728], [-1.513821, 4.258294, -1.746556], [-1.322149, 3.747930, -0.860810], [-2.381450, 4.635906, -1.682619], [-3.393226, 1.849126, 1.698119], [-2.845007, 1.072928, 1.515930], [-2.934863, 2.167930, 2.527613], [-3.180474, -2.382986, -1.767475], [-4.024583, -2.744868, -1.381618], [-2.827508, -1.643222, -1.286942]], "atomic_forces_ev_per_a": [[0.979, 3.078, 0.584], [-0.767, -0.555, -0.647], [-0.287, -2.460, -0.022], [1.992, 1.497, -2.107], [-0.391, -0.445, 0.366], [-1.530, -1.058, 1.626], [-0.005, 0.768, -0.384], [-0.137, -0.070, -0.019], [0.133, -0.748, 0.415], [0.047, -0.407, -1.520], [-0.226, 0.197, 1.387], [0.202, 0.274, 0.206], [-0.056, -2.478, -0.434], [-0.362, 1.592, -0.163], [0.181, 0.302, 0.026], [3.032, -1.540, 0.394], [-2.328, 0.776, -0.912], [-0.816, 0.760, 0.538], [-1.782, 0.548, 2.230], [0.266, -0.043, -0.706], [1.626, -0.562, -1.548], [1.630, -1.830, 2.306], [-0.981, 1.714, -2.651], [-0.695, 0.108, 0.372], [1.695, 0.693, 2.213], [-0.492, 0.045, -0.367], [-0.941, -0.130, -1.163], [-1.177, -1.514, -0.117], [1.454, 1.054, -0.357], [-0.265, 0.436, 0.454]]}